Entry 1:
{
  "formula": "C43H58BrCaF8N3O5S",
  "method": "the ωB97M-V functional and the def2-TZVPD basis",
  "e_homo_ev": -10.134,
  "energy_ev": -181274.672,
  "homo_lumo_gap_ev": 1.29,
  "charge": 2,
  "symbols": ["C", "C", "C", "C", "N", "C", "C", "C", "C", "C", "C", "C", "C", "C", "C", "S", "N", "N", "C", "C", "C", "C", "C", "C", "C", "C", "C", "C", "C", "O", "C", "C", "C", "C", "C", "C", "C", "C", "C", "C", "H", "H", "H", "H", "H", "H", "H", "H", "H", "H", "H", "H", "H", "H", "H", "H", "H", "H", "H", "H", "H", "H", "H", "H", "H", "H", "H", "H", "H", "H", "H", "H", "H", "H", "H", "H", "H", "H", "H", "H", "H", "H", "H", "H", "H", "H", "H", "H", "C", "O", "C", "O", "O", "C", "H", "H", "H", "H", "H", "H", "C", "C", "C", "F", "F", "F", "F", "O", "C", "C", "F", "F", "F", "F", "H", "H", "H", "H", "Br", "Ca"],
  "coordinates": [[-3.1588, 3.5166, 1.8368], [-4.3738, 3.8890, 0.9300], [-4.4461, 3.0508, -0.3808], [-3.2087, 3.2627, -1.3099], [-2.3378, 2.0703, -1.4584], [-2.1076, 1.6257, -2.8162], [-3.0293, 0.5236, -3.4579], [-4.5332, 0.6550, -3.1994], [-5.2939, 1.8057, -3.3725], [-6.6561, 1.8110, -3.0978], [-7.3211, 0.6582, -2.6777], [-6.5760, -0.5204, -2.5398], [-7.2697, -1.8140, -2.1280], [-5.2087, -0.5117, -2.7779], [-1.6774, 2.6459, -3.8871], [-2.7091, 3.7001, -4.9450], [-0.4111, 2.7875, -4.1264], [0.1712, 3.5941, -5.0476], [0.3308, 1.9031, -3.2101], [1.3329, 2.6224, -2.2756], [0.7031, 3.6971, -1.3476], [0.7745, 3.5170, 0.0313], [0.2164, 4.3887, 0.9608], [-0.4378, 5.5544, 0.5190], [-0.4984, 5.7928, -0.8462], [-1.1710, 7.0895, -1.3113], [0.0324, 4.9035, -1.7872], [-0.6850, 0.8517, -2.7037], [-0.2141, 0.3353, -1.3551], [-1.0200, -0.7286, -0.8442], [-0.6376, -1.1258, 0.4302], [0.6985, -1.1352, 0.8590], [1.0919, -1.5430, 2.1302], [2.5870, -1.5139, 2.4736], [0.1344, -1.9635, 3.0496], [-1.1947, -1.9938, 2.6332], [-1.5896, -1.5893, 1.3555], [-3.0866, -1.6989, 1.0488], [-3.7072, -0.4124, 0.4655], [-3.3911, -2.9712, 0.1666], [-2.4931, 2.8528, 1.2611], [-3.5359, 2.9367, 2.6900], [-2.6580, 4.4409, 2.1457], [-5.3228, 3.6719, 1.4535], [-4.4234, 4.9553, 0.6581], [-4.6753, 1.9937, -0.1796], [-5.3283, 3.4515, -0.9193], [-3.5816, 3.6758, -2.2577], [-2.5953, 4.0563, -0.8438], [-2.7052, 1.3185, -0.8838], [-2.7190, -0.4520, -3.0494], [-2.8496, 0.4519, -4.5481], [-4.8404, 2.7314, -3.7270], [-7.2631, 2.7301, -3.1985], [-8.3958, 0.5972, -2.4417], [-6.5934, -2.5382, -1.6581], [-8.1763, -1.6268, -1.5379], [-7.6158, -2.2928, -3.0650], [-4.6226, -1.4288, -2.6614], [-3.0850, 2.8610, -5.9479], [-0.0204, 4.5792, -4.8954], [1.1637, 3.4039, -5.1474], [1.0088, 1.3524, -3.8939], [1.9539, 1.9402, -1.6798], [2.0322, 3.1406, -2.9331], [1.3047, 2.6334, 0.4018], [0.3302, 4.1307, 2.0168], [-0.8675, 6.2201, 1.2684], [-0.3613, 7.8394, -1.3877], [-1.8765, 7.4531, -0.5537], [-1.6218, 6.9762, -2.3059], [-0.0239, 5.1088, -2.8533], [-0.7040, 0.1182, -3.5277], [0.8025, -0.0735, -1.5243], [-0.1095, 1.1071, -0.5801], [1.4925, -0.8175, 0.1741], [2.9202, -0.4694, 2.3674], [3.1313, -2.0736, 1.6935], [2.7993, -1.9376, 3.4598], [0.4211, -2.2582, 4.0592], [-1.9642, -2.3268, 3.3352], [-3.6107, -1.8904, 1.9996], [-3.5911, -0.4227, -0.6299], [-4.7579, -0.2621, 0.7650], [-3.1672, 0.4780, 0.8422], [-4.1928, -3.5488, 0.6548], [-2.5043, -3.6210, 0.2090], [-3.6594, -2.6991, -0.8636], [6.5963, 1.5964, 4.2566], [5.8792, 0.3633, 4.3325], [6.6191, -0.6712, 4.7526], [7.7817, -0.6278, 5.0510], [5.8409, -1.7529, 4.7806], [6.5071, -2.9458, 5.2159], [5.8986, 2.3543, 3.9077], [6.9676, 1.8869, 5.2382], [7.4177, 1.5210, 3.5452], [6.8724, -2.8287, 6.2360], [7.3177, -3.1940, 4.5490], [5.7787, -3.7478, 5.1972], [7.0979, -6.6293, 0.5258], [6.3587, -7.9788, 0.4080], [4.8342, -7.9520, 0.5487], [4.4392, -7.5147, 1.7590], [4.3411, -9.2033, 0.4028], [6.8989, -8.8542, 1.2807], [6.6296, -8.4604, -0.8379], [7.6962, -6.3101, 1.7811], [6.9465, -5.6981, 2.7710], [6.8367, -6.5774, 4.0223], [6.2448, -7.7495, 3.7359], [6.0810, -5.9666, 4.9649], [5.7468, -5.3191, 2.2917], [7.6029, -4.5506, 3.0862], [7.9479, -6.7063, -0.1523], [6.5034, -5.8008, 0.1398], [4.3824, -7.3186, -0.2207], [7.8257, -6.7811, 4.4377], [2.4487, 5.3352, -2.4737], [-9.3091, 2.8850, -3.2811]],
  "atomic_forces_ev_per_a": [[-0.98, 0.00, -0.70], [-0.38, -0.88, -0.19], [-0.28, 1.04, -0.15], [-0.23, 0.31, 1.11], [-1.34, 1.57, -1.06], [2.57, -2.36, 0.07], [-1.01, 0.64, 0.13], [-0.26, -0.83, 0.11], [0.11, 0.82, -0.25], [-0.87, -0.70, 0.19], [0.68, 0.00, -0.19], [-0.52, -0.83, 0.65], [-0.14, 0.11, -1.02], [0.31, 0.65, -0.34], [-1.04, 1.25, -1.35], [-0.29, 0.06, 0.42], [-1.16, -0.94, 2.19], [0.23, -0.13, -0.24], [2.65, -1.54, -0.29], [-1.25, 1.25, 0.14], [-0.45, -0.18, 0.33], [0.25, -0.71, 0.05], [0.10, 0.13, -0.29], [0.67, -1.12, 0.28], [-1.15, 1.22, -0.17], [1.03, -0.31, 0.11], [0.58, -1.28, 0.22], [-0.47, 1.49, -1.01], [0.60, -0.99, 0.03], [-0.23, 0.43, -0.02], [0.56, -0.61, 1.37], [-0.06, 0.35, -0.82], [0.64, -0.19, 0.50], [-0.67, 0.17, -0.89], [-0.12, 0.10, -0.47], [0.27, 0.09, 0.11], [-1.05, 0.17, -0.19], [-0.34, -0.41, -0.25], [0.49, 0.26, 0.11], [0.23, 0.30, 0.97], [0.16, 0.44, 0.33], [0.38, 0.34, -0.05], [0.13, -0.55, 0.17], [0.40, 0.27, 0.00], [0.29, -0.30, 0.14], [0.32, 0.23, -0.04], [0.24, -0.35, 0.12], [0.39, -0.36, 0.05], [-0.20, -0.23, -0.28], [0.21, -0.16, -0.30], [-0.05, 0.44, -0.01], [-0.01, 0.13, 0.37], [-0.06, -0.31, 0.14], [1.53, 0.11, -0.04], [0.25, 0.10, 0.00], [-0.23, 0.39, 0.13], [0.43, -0.12, 0.09], [0.09, 0.07, 0.40], [-0.35, 0.25, 0.05], [0.40, -0.18, 0.55], [-0.04, -0.10, -0.09], [-0.08, 0.03, 0.29], [-0.18, 0.15, 0.20], [-0.53, -0.10, -0.25], [-0.10, -0.30, 0.11], [-0.17, 0.29, -0.06], [-0.19, 0.30, -0.31], [0.05, 0.03, -0.45], [-0.44, -0.12, -0.11], [0.02, -0.15, -0.41], [-0.07, 0.12, 0.36], [-0.49, 0.07, 0.35], [0.13, -0.29, 0.77], [-0.34, 0.27, -0.11], [-0.28, 0.06, -0.46], [-0.26, -0.14, 0.27], [0.15, -0.36, 0.47], [-0.10, 0.04, 0.46], [0.05, 0.29, -0.25], [-0.09, 0.04, -0.30], [0.21, 0.10, -0.28], [0.47, 0.18, -0.17], [-0.32, 0.05, 0.34], [0.26, -0.30, -0.34], [-0.17, -0.39, 0.00], [0.06, 0.24, -0.52], [-0.33, 0.17, -0.42], [0.16, -0.26, 0.23], [0.07, 0.28, -0.04], [-0.06, -0.03, -0.04], [-0.06, -0.08, 0.01], [-0.04, 0.04, -0.03], [-0.09, 0.08, -0.04], [-0.04, -0.03, 0.41], [-0.13, -0.17, 0.01], [0.11, -0.08, -0.05], [0.07, -0.05, 0.13], [0.06, 0.09, -0.06], [0.13, 0.23, 0.14], [-0.18, 0.21, -0.08], [0.44, 0.39, -0.36], [0.65, -0.06, 0.54], [-0.48, -0.27, -0.28], [0.17, 0.11, 0.09], [0.19, -0.02, -0.10], [-0.20, 0.01, 0.07], [-0.29, 0.23, -0.13], [-0.74, -0.43, 0.40], [0.47, 0.32, -1.29], [0.16, -0.34, 0.43], [-0.01, 0.07, -0.21], [0.01, 0.16, -0.11], [-0.18, -0.03, 0.38], [0.00, -0.55, 0.04], [0.01, -0.17, 0.10], [-0.23, -0.10, 0.17], [0.11, 0.05, -0.02], [0.06, 0.14, -0.10], [1.25, 1.59, -0.31], [-0.61, -0.16, -0.02]]
}



Entry 2:
{
  "formula": "C4H11N3PS",
  "method": "the ωB97M-V functional and the def2-TZVPD basis",
  "e_homo_ev": -13.278,
  "e_above_lowest_kj_mol": 26.4,
  "energy_ev": -28912.218,
  "homo_lumo_gap_ev": 8.93,
  "charge": 1,
  "symbols": ["C", "C", "C", "C", "N", "N", "N", "P", "S", "H", "H", "H", "H", "H", "H", "H", "H", "H", "H", "H"],
  "coordinates": [[-0.6593, -1.1482, 0.9355], [-0.0756, 2.6645, 0.1856], [-2.6980, -1.2300, -0.4222], [3.3952, -0.7808, -0.5816], [-1.4437, 0.7723, -0.1925], [-0.3164, 1.2691, 0.2503], [-1.5577, -0.4749, 0.0878], [0.8613, 0.0018, 0.8879], [1.6387, -0.6541, -0.9746], [-1.1182, -1.0344, 2.1292], [-0.4291, -2.1199, 0.5099], [-0.8818, 3.3828, 0.2674], [0.4971, 2.8971, 1.1176], [0.5751, 2.8629, -0.6864], [-2.2654, -1.7579, -1.2506], [-3.3225, -0.4783, -0.9574], [-3.2507, -1.8902, 0.2367], [3.8064, -0.9468, -1.5394], [3.5267, -1.4759, 0.1693], [3.7178, 0.1407, -0.1727]],
  "atomic_forces_ev_per_a": [[0.88, 2.01, 3.60], [2.41, 1.58, 0.67], [-0.33, 1.73, -2.23], [-1.31, 1.45, -0.26], [1.11, -0.30, 0.95], [-1.83, -2.48, 0.23], [-1.92, 0.52, -0.38], [-0.45, -0.34, -0.76], [-0.85, 0.31, 0.48], [1.25, -0.97, -3.36], [-0.07, -0.28, 0.69], [-0.77, -0.65, -0.49], [-0.05, -0.11, -0.84], [-0.40, 0.25, 0.41], [-0.03, -1.01, -0.32], [-0.05, -0.61, 0.81], [0.33, 0.33, 0.50], [0.98, -0.54, -0.68], [0.60, -1.99, 0.96], [0.51, 1.10, 0.03]]
}



Entry 3:
{
  "formula": "C14H16N2O9PS2",
  "method": "the ωB97M-V functional and the def2-TZVPD basis",
  "e_homo_ev": -5.584,
  "e_above_lowest_kj_mol": 0.0,
  "energy_ev": -67144.412,
  "homo_lumo_gap_ev": 6.40,
  "charge": -1,
  "symbols": ["C", "C", "S", "O", "O", "N", "S", "O", "O", "P", "N", "O", "H", "H", "H", "H", "H", "H", "H", "H", "C", "C", "C", "O", "C", "C", "C", "O", "H", "H", "H", "H", "C", "C", "C", "O", "C", "C", "C", "O", "H", "H", "H", "H"],
  "coordinates": [[1.7467, 1.2631, 2.9681], [1.7397, -0.2377, 3.2524], [0.3826, -1.1536, 2.5467], [0.3661, -2.4294, 3.2311], [0.6188, -1.1838, 1.1144], [-0.8743, -0.2384, 2.9044], [-2.1979, -0.8387, 3.5047], [-2.1182, -1.1795, 4.9150], [-2.8621, -1.8018, 2.6265], [-3.6047, 0.8110, 3.4548], [-3.7100, 0.8004, 1.7427], [-2.6356, 2.1404, 3.6096], [2.3417, 1.5008, 2.0898], [2.1569, 1.8048, 3.8222], [0.7322, 1.6194, 2.8000], [2.6181, -0.7300, 2.8294], [1.6918, -0.4573, 4.3185], [-4.3622, 1.4886, 1.3863], [-3.9698, -0.1342, 1.4370], [-3.0375, 2.7403, 4.2396], [1.5990, -1.6538, -1.7852], [1.2443, -2.6483, -2.5997], [2.0679, -3.0490, -3.7614], [1.7435, -3.9573, -4.5015], [3.3225, -2.2921, -4.0050], [3.6884, -1.2993, -3.2014], [2.8634, -0.9041, -2.0240], [3.2341, -0.0004, -1.3091], [1.0024, -1.3696, -0.9233], [0.3353, -3.2169, -2.4465], [3.9056, -2.6003, -4.8641], [4.5965, -0.7282, -3.3511], [-1.0505, 2.1718, -3.3322], [-0.0066, 2.2240, -2.5106], [-0.0915, 1.7232, -1.1080], [0.8607, 1.8262, -0.3713], [-1.3838, 1.1331, -0.6684], [-2.4244, 1.0928, -1.4988], [-2.3484, 1.6070, -2.8828], [-3.3034, 1.5716, -3.6356], [-1.0172, 2.5359, -4.3517], [0.9513, 2.6371, -2.8030], [-1.4345, 0.7394, 0.3429], [-3.3769, 0.6725, -1.2013]],
  "atomic_forces_ev_per_a": [[-0.05, -0.07, -0.03], [0.14, 0.09, 0.00], [-0.04, -0.05, 0.27], [0.04, 0.07, -0.23], [-0.15, 0.05, -0.03], [0.07, -0.09, -0.22], [-0.21, -0.17, 0.25], [0.04, -0.06, -0.23], [0.08, 0.03, 0.23], [0.15, 0.32, -0.20], [-0.16, -0.02, -0.04], [-0.01, -0.11, -0.14], [-0.05, -0.02, -0.09], [0.03, -0.02, -0.02], [-0.03, 0.05, 0.04], [0.00, -0.03, 0.13], [-0.05, 0.01, -0.02], [-0.09, -0.08, 0.03], [0.11, 0.02, -0.10], [0.01, 0.07, 0.25], [0.00, 0.03, -0.06], [-0.04, 0.01, 0.03], [0.03, -0.01, -0.05], [-0.02, 0.02, 0.04], [0.01, 0.02, 0.01], [-0.02, -0.04, -0.02], [0.01, -0.02, -0.04], [-0.02, -0.02, 0.03], [0.14, 0.03, 0.06], [0.00, 0.00, 0.00], [-0.01, -0.01, 0.00], [0.00, 0.01, 0.02], [0.03, 0.01, 0.02], [-0.01, -0.03, -0.04], [-0.06, 0.06, -0.05], [0.00, 0.08, 0.08], [0.10, -0.13, 0.09], [-0.04, -0.03, 0.00], [0.00, -0.03, -0.01], [0.01, 0.02, 0.02], [-0.01, 0.00, 0.00], [0.01, -0.01, 0.01], [0.06, 0.07, 0.02], [0.00, 0.00, 0.01]]
}



> The lowest charge belongs to which entry?

C14H16N2O9PS2



> Which of these has the highest charge?

C43H58BrCaF8N3O5S